A structure of composition C13H21CrO4P in a non-equilibrium geometry, computed with ωB97M-V with the def2-TZVPD basis set.

Output
F_max (eV Å⁻¹): 11.16
HOMO level (alpha / beta) (eV): -20.756 / -20.746
Kohn-Sham gap (alpha / beta) (eV): 4.96 / 5.11
Calculated total energy (Ha): -2193.38778

ORCA input file:
```
! RIJCOSX wB97M-V def2-TZVPD def2/J DEFGRID3
* xyz 3 4
O -0.765 -2.590 -2.679
C -0.327 -1.511 -2.540
Cr 0.623 0.026 -2.081
O -4.569 -0.359 -4.869
C -3.677 0.320 -4.620
C 1.922 -0.113 -3.417
O 2.587 -0.154 -4.374
C 0.241 1.782 -2.537
O 0.170 2.944 -2.738
C -1.522 2.415 0.359
C -0.219 1.725 0.813
C -0.136 1.687 2.338
P 0.131 0.101 0.070
C 1.927 -0.362 0.060
C 2.649 0.142 1.317
C 2.147 -1.855 -0.256
C -0.873 -1.277 0.755
C -0.433 -1.604 2.185
C -2.359 -0.970 0.554
H -2.405 1.788 0.529
H -1.478 2.689 -0.707
H -1.637 3.345 0.937
H 0.622 2.345 0.428
H -1.034 1.228 2.781
H 0.764 1.176 2.700
H -0.084 2.732 2.705
H 2.345 0.225 -0.808
H 2.278 -0.334 2.233
H 3.722 -0.085 1.238
H 2.562 1.236 1.406
H 1.776 -2.120 -1.264
H 3.227 -2.062 -0.250
H 1.659 -2.510 0.477
H -0.635 -2.157 0.132
H -0.653 -0.790 2.890
H -0.964 -2.505 2.527
H 0.643 -1.832 2.231
H -2.576 -0.824 -0.514
H -2.968 -1.820 0.893
H -2.683 -0.071 1.097
*
```